{"formula": "C2H8NO", "method": "wB97M-V/def2-TZVPD", "symbols": ["O", "H", "C", "N", "C", "H", "H", "H", "H", "H", "H", "H"], "positions_angstrom": [[-0.4040, -2.4374, 0.2401], [-1.1572, -2.1842, 0.8036], [0.3824, 0.1146, -1.2724], [0.8751, 0.3340, 0.0662], [-0.0815, 1.0723, 0.8709], [-0.3648, -0.7126, -1.1442], [-0.2111, 0.9360, -1.6818], [1.0705, -0.3252, -1.9906], [1.0011, -0.4819, 0.6570], [-0.2159, 2.1031, 0.5152], [0.0741, 1.1929, 1.9556], [-0.9687, 0.3885, 0.9803]], "forces_ev_per_angstrom": [[-0.30, 0.25, 0.42], [0.31, -0.22, -0.23], [-2.10, -2.32, 0.56], [1.62, 2.08, 1.56], [-1.19, -0.65, 0.48], [0.19, 0.23, -0.33], [0.64, 0.44, 0.10], [0.57, 0.55, 0.11], [-0.06, -0.96, -1.33], [-0.61, -0.42, -0.27], [1.33, -0.14, -0.27], [-0.40, 1.15, -0.80]], "nbo_charge": [-1.35, 0.39, -0.46, -0.67, -0.43, 0.26, 0.16, 0.18, 0.40, 0.17, 0.18, 0.18], "fmax_ha_per_bohr": 0.062, "homo_lumo_gap_ev": 6.781, "total_charge": -1, "de_lowest_kcal_mol": 31.3, "energy_ha": -210.9344, "homo_ev": -2.42}

{"formula": "CH4O2S", "method": "wB97M-V/def2-TZVPD", "symbols": ["C", "O", "O", "S", "H", "H", "H", "H"], "positions_angstrom": [[0.2637, -0.0855, -0.5212], [-2.2263, 1.2310, -0.2446], [-2.2431, -1.2361, -0.2359], [-1.6089, -0.0030, 0.1299], [0.2560, 0.0982, -1.5802], [0.7574, 0.7161, 0.0167], [0.6475, -1.0545, -0.2536], [-1.4963, -0.0166, 1.5337]], "forces_ev_per_angstrom": [[4.84, -0.12, -2.79], [-0.40, 1.31, -0.67], [-0.15, -1.22, -0.56], [-2.41, 0.35, 1.74], [-0.07, -0.02, -0.47], [-0.51, 0.21, 0.29], [-0.32, -0.41, 0.15], [-0.99, -0.10, 2.30]], "nbo_charge": [-0.74, -0.80, -0.77, 1.68, 0.23, 0.22, 0.23, -0.05], "fmax_ha_per_bohr": 0.109, "homo_lumo_gap_ev": [5.776, 7.708], "multiplicity": 3, "de_lowest_kcal_mol": 73.4, "energy_ha": -588.8918, "homo_ev": [-5.00, -12.22]}

{"formula": "C31H24GeN4O4PdS3", "method": "wB97M-V/def2-TZVPD", "symbols": ["Pd", "C", "Ge", "C", "C", "C", "C", "C", "C", "C", "C", "C", "C", "C", "C", "C", "C", "C", "C", "C", "C", "H", "H", "H", "H", "H", "H", "H", "H", "H", "H", "H", "H", "H", "H", "H", "O", "S", "N", "O", "S", "O", "O", "S", "N", "C", "C", "C", "C", "C", "C", "N", "C", "C", "C", "C", "N", "C", "C", "H", "H", "H", "H", "H", "H", "H", "H", "H"], "positions_angstrom": [[-0.4009, -0.5666, 0.2053], [-0.8004, 0.8203, -0.8959], [-0.6313, 0.5042, -2.8582], [1.1971, 0.0572, -3.4619], [1.5940, 0.0856, -4.7996], [2.8946, -0.2294, -5.1765], [3.8300, -0.5759, -4.2124], [3.4532, -0.6118, -2.8767], [2.1513, -0.3017, -2.5064], [-1.1191, 2.3116, -3.6051], [-1.8875, 3.1372, -2.7780], [-2.3637, 4.3687, -3.2121], [-2.0743, 4.8173, -4.4931], [-1.3075, 4.0197, -5.3310], [-0.8439, 2.7859, -4.8890], [-1.9625, -0.6143, -3.7822], [-3.2998, -0.5488, -3.3959], [-4.2636, -1.3287, -4.0192], [-3.9050, -2.1887, -5.0488], [-2.5772, -2.2628, -5.4445], [-1.6170, -1.4811, -4.8150], [0.8780, 0.3276, -5.5752], [3.1724, -0.2097, -6.2248], [4.8446, -0.8262, -4.5014], [4.1674, -0.8920, -2.1118], [1.8764, -0.3513, -1.4588], [-2.0886, 2.8123, -1.7625], [-2.9569, 4.9826, -2.5431], [-2.4403, 5.7790, -4.8350], [-1.0706, 4.3563, -6.3347], [-0.2566, 2.1896, -5.5753], [-3.5913, 0.1060, -2.5813], [-5.2956, -1.2759, -3.6910], [-4.6535, -2.8097, -5.5273], [-2.2837, -2.9472, -6.2325], [-0.5783, -1.5759, -5.1128], [-0.3595, -4.3931, -1.8751], [0.1084, -3.2371, -1.0959], [-0.4490, -1.8976, -1.4027], [-0.5839, -2.1126, 1.8711], [0.6861, -2.0126, 2.6560], [1.2337, -3.3211, 2.9632], [0.5217, -1.1402, 3.8167], [1.9366, -1.0340, 1.3252], [-0.9013, 4.0597, 5.8397], [-1.5428, 4.8350, 6.7753], [-1.0860, 5.6549, 7.7991], [-2.0463, 6.3007, 8.5586], [-3.4141, 6.1320, 8.3016], [-3.8607, 5.3124, 7.2810], [-2.9104, 4.6512, 6.5059], [-3.0764, 3.7850, 5.4454], [-1.8674, 3.4503, 5.0754], [-1.5265, 2.5365, 3.9823], [-0.2175, 2.3488, 3.5602], [0.0486, 1.4586, 2.5339], [-0.9130, 0.7753, 1.9255], [-2.1690, 0.9411, 2.3298], [-2.5251, 1.8091, 3.3446], [0.0863, 3.8977, 5.7643], [-0.0298, 5.7852, 7.9981], [-1.7347, 6.9491, 9.3677], [-4.1330, 6.6558, 8.9192], [-4.9153, 5.1774, 7.0796], [0.6160, 2.8730, 4.0115], [1.0564, 1.2340, 2.2048], [-2.9109, 0.3412, 1.8192], [-3.5548, 1.9172, 3.6539]], "forces_ev_per_angstrom": [[0.32, 0.14, -0.01], [-0.12, -0.27, -0.09], [0.05, 0.05, -0.07], [-0.05, 0.02, 0.01], [0.01, -0.06, 0.01], [-0.01, 0.01, -0.01], [-0.01, 0.00, 0.01], [0.00, 0.00, 0.01], [0.00, 0.09, -0.04], [0.01, 0.00, 0.08], [0.02, 0.02, 0.01], [0.00, 0.01, -0.02], [-0.01, 0.00, 0.02], [0.01, -0.02, 0.01], [-0.01, -0.02, -0.01], [0.08, 0.03, 0.01], [0.00, 0.01, -0.02], [-0.01, -0.01, 0.01], [0.00, 0.01, 0.00], [0.00, 0.00, -0.01], [0.00, -0.04, 0.02], [-0.04, 0.05, -0.03], [0.00, 0.00, 0.00], [0.00, 0.00, 0.00], [-0.01, -0.01, 0.00], [-0.01, -0.04, 0.00], [0.00, -0.01, -0.01], [0.00, 0.00, 0.00], [0.00, 0.00, 0.00], [0.00, 0.00, 0.00], [0.05, -0.06, -0.01], [-0.01, 0.01, -0.01], [0.00, 0.00, 0.00], [0.00, 0.00, 0.00], [0.00, 0.00, 0.00], [-0.03, -0.03, 0.02], [0.08, 0.17, -0.35], [0.03, -0.15, 0.48], [-0.31, 0.08, -0.07], [-0.16, -0.17, 0.03], [0.26, 0.04, -0.19], [-0.04, 0.06, 0.10], [-0.06, -0.04, 0.17], [0.02, -0.04, -0.08], [0.05, -0.04, -0.02], [-0.07, -0.02, -0.02], [0.00, 0.02, 0.02], [0.02, -0.01, -0.01], [-0.02, 0.00, 0.00], [0.01, 0.00, 0.00], [0.07, 0.05, 0.07], [-0.03, -0.04, -0.09], [-0.04, 0.10, 0.13], [0.07, -0.13, -0.16], [0.02, 0.10, 0.06], [-0.05, -0.10, 0.07], [-0.05, 0.26, 0.04], [0.03, -0.06, -0.06], [-0.06, 0.00, 0.10], [0.00, -0.02, 0.00], [0.00, 0.00, 0.00], [0.00, 0.00, 0.00], [0.00, 0.00, 0.00], [0.00, 0.00, 0.00], [0.00, -0.01, -0.01], [0.01, 0.04, -0.02], [-0.01, 0.03, -0.02], [0.00, -0.01, -0.01]], "nbo_charge": [0.79, -0.61, 1.44, -0.44, -0.21, -0.24, -0.23, -0.24, -0.12, -0.31, -0.24, -0.23, -0.25, -0.22, -0.25, -0.29, -0.24, -0.21, -0.24, -0.22, -0.24, 0.19, 0.19, 0.19, 0.21, 0.24, 0.24, 0.20, 0.19, 0.19, 0.20, 0.21, 0.19, 0.19, 0.19, 0.21, -0.97, 1.41, -1.11, -1.07, 2.25, -1.01, -1.04, -0.78, -0.55, 0.17, -0.27, -0.23, -0.24, -0.20, 0.07, -0.46, 0.41, -0.07, -0.23, 0.10, -0.42, 0.08, -0.22, 0.42, 0.21, 0.20, 0.20, 0.22, 0.19, 0.25, 0.21, 0.23], "fmax_ha_per_bohr": 0.010, "homo_lumo_gap_ev": 5.231, "total_charge": -2, "de_lowest_kcal_mol": 60.9, "energy_ha": -5115.0317, "homo_ev": -1.61}

{"formula": "C12H12N2O2S", "method": "wB97M-V/def2-TZVPD", "symbols": ["C", "H", "O", "C", "C", "C", "C", "C", "C", "H", "H", "N", "C", "N", "C", "O", "C", "H", "C", "C", "H", "H", "H", "H", "H", "S", "H", "H", "H"], "positions_angstrom": [[-4.9136, -2.0648, 0.1094], [-5.8793, -2.2838, 0.0272], [-4.6932, -0.5720, -0.0373], [-3.5560, -0.1403, -0.0492], [-2.4005, -1.0079, -0.1571], [-1.2919, -0.2097, 0.0345], [-1.2864, 1.1577, 0.1160], [-2.4188, 2.0116, -0.1917], [-3.6354, 1.3210, -0.1501], [-4.4889, 1.7676, -0.0776], [-2.4364, 3.2671, -0.0756], [-0.0470, 1.9177, -0.1626], [0.9947, 0.7429, -0.1587], [2.3125, 1.3555, 0.0379], [3.4591, 0.5264, -0.1574], [4.4300, 1.0760, 0.3815], [3.4184, -1.0434, -0.3796], [2.5574, -1.1754, -1.0502], [4.7764, -1.5439, -0.5916], [3.7142, -1.8763, 0.7201], [3.1209, -2.8402, 0.5159], [3.9012, -1.4735, 1.7394], [4.7568, -2.2651, -1.2619], [5.5116, -1.0488, -0.1431], [2.4293, 2.4300, -0.0691], [0.4694, -0.7322, -0.0124], [-2.3965, -2.0922, 0.0186], [-4.4736, -2.3649, -0.8900], [-4.5889, -2.5182, 1.0403]], "forces_ev_per_angstrom": [[4.02, 2.37, -2.44], [-4.29, -0.04, -0.28], [-8.84, -5.61, 1.65], [6.03, 1.82, -1.48], [-1.77, 1.85, 1.43], [2.96, -0.18, 0.18], [2.22, 5.01, -3.49], [-2.05, 0.75, 2.61], [8.21, -2.63, -0.20], [-5.20, 2.30, 0.08], [0.53, -3.95, -0.69], [2.16, -7.64, 1.33], [-0.47, 12.37, 0.37], [-1.77, -2.39, -2.53], [0.71, 1.93, 4.64], [0.32, -1.38, -1.98], [-1.74, 6.52, -2.46], [0.91, -0.97, -0.04], [-4.89, -0.59, 3.81], [0.22, -2.79, -0.59], [1.28, 1.25, 1.27], [0.05, -0.54, -1.08], [1.08, -3.39, -2.81], [3.23, 2.15, 0.77], [-0.58, -2.81, 0.37], [-3.11, -3.75, 0.45], [-0.18, 0.74, -0.35], [0.03, -0.72, 1.60], [0.92, 0.32, -0.11]], "nbo_charge": [-0.26, 0.19, -0.46, 0.37, -0.40, -0.15, 0.00, -0.13, -0.26, 0.20, 0.25, -0.45, 0.04, -0.62, 0.68, -0.60, -0.36, 0.23, -0.36, -0.41, 0.22, 0.25, 0.21, 0.24, 0.46, 0.47, 0.24, 0.20, 0.20], "smiles": "COc1ccc2nc(NC(=O)C3CC3)sc2c1", "fmax_ha_per_bohr": 0.241, "homo_lumo_gap_ev": 7.525, "de_lowest_kcal_mol": 202.4, "energy_ha": -1122.3607, "homo_ev": -7.14}

{"formula": "C4H3NO2", "method": "wB97M-V/def2-TZVPD", "symbols": ["O", "C", "C", "N", "O", "C", "C", "H", "H", "H"], "positions_angstrom": [[-2.1310, 1.0673, 0.2176], [-1.3645, 0.1525, 0.0977], [0.4533, -0.2711, -1.4204], [0.6106, -0.8107, -2.4299], [1.5974, -1.2567, 0.8885], [1.0127, -0.2121, 0.9824], [0.1465, 0.3718, -0.1434], [-1.6861, -0.9061, 0.1054], [1.0628, 0.4099, 1.8960], [0.2982, 1.4553, -0.1939]], "forces_ev_per_angstrom": [[0.39, -0.45, 0.06], [-0.31, 0.32, 0.09], [0.14, -0.49, -0.96], [-0.11, 0.54, 0.95], [-0.33, 0.53, 0.08], [0.20, -0.41, 0.00], [0.03, 0.07, -0.11], [0.03, 0.10, 0.03], [-0.07, -0.06, -0.08], [0.03, -0.14, -0.05]], "nbo_charge": [-0.47, 0.46, 0.27, -0.27, -0.46, 0.44, -0.53, 0.14, 0.13, 0.28], "smiles": "N#CC(C=O)C=O", "fmax_ha_per_bohr": 0.021, "homo_lumo_gap_ev": 10.442, "de_lowest_kcal_mol": 38.0, "energy_ha": -359.4098, "homo_ev": -10.89}

{"formula": "C3H5N2O2", "method": "wB97M-V/def2-TZVPD", "symbols": ["C", "C", "C", "N", "N", "O", "O", "H", "H", "H", "H", "H"], "positions_angstrom": [[-0.2241, 0.7667, -0.3462], [0.7778, -0.2802, 0.1868], [-1.2713, -1.2067, 0.1871], [-1.4702, 0.0695, -0.2503], [0.1488, -1.5651, 0.6347], [-2.6214, 0.8028, 0.1933], [-0.4484, -2.2087, -0.4867], [-0.2682, 1.5930, 0.3911], [0.0288, 1.1595, -1.3236], [1.5648, -0.4258, -0.5170], [1.3479, 0.0287, 1.1748], [-1.9997, -1.7093, 0.6617]], "forces_ev_per_angstrom": [[-0.16, -0.23, 1.94], [1.98, 0.11, 2.36], [3.15, 0.02, -0.32], [-1.14, -0.11, -0.75], [-0.85, 2.23, 0.58], [1.08, -0.78, -0.20], [-0.62, 0.50, -2.03], [-0.08, 0.06, -0.49], [0.03, -0.02, -0.33], [0.65, -0.60, -0.67], [-1.25, -0.14, -1.82], [-2.78, -1.04, 1.74]], "nbo_charge": [-0.25, -0.27, 0.34, -0.20, -0.22, -0.81, -0.47, 0.19, 0.17, 0.18, 0.18, 0.17], "smiles": "[O-]N1CCN2O[C@H]12", "fmax_ha_per_bohr": 0.067, "homo_lumo_gap_ev": 6.300, "total_charge": -1, "de_lowest_kcal_mol": 94.9, "energy_ha": -377.1389, "homo_ev": -1.93}